Entry 1:
DFT (wB97M-V/def2-TZVPD) results for a molecular structure, C27H33KN8O6S2.

Last column: Löwdin charge in e.
Positions of all 77 atoms, in Å:
K1 0.0869 -1.1675 -1.1086  0.725
N1 4.1057 -3.7326 2.2128  0.004
C1 3.2889 -2.7446 1.6699  -0.963
S1 1.7499 -2.5343 2.3704  0.504
N2 3.8880 -2.0919 0.6897  -0.070
N3 3.1570 -1.1502 0.0528  -0.001
C2 3.8744 -0.3352 -0.6304  -0.142
C3 3.3381 0.6961 -1.5193  -0.283
C4 4.2122 1.6652 -2.0269  -0.044
C5 3.7303 2.6409 -2.8778  -0.090
C6 2.3861 2.6322 -3.2202  -0.075
C7 1.5910 1.6323 -2.6811  -0.126
N4 2.0414 0.6963 -1.8545  0.064
H1 3.5771 -4.4377 2.6996  0.039
H2 4.7951 -4.0804 1.5614  0.063
H3 4.9636 -0.4084 -0.5782  0.100
H4 5.2572 1.6367 -1.7444  0.100
H5 4.3958 3.3986 -3.2745  0.096
H6 1.9630 3.3687 -3.8897  0.093
H7 0.5349 1.5752 -2.9303  0.109
O1 -3.7719 -4.7987 -4.9505  0.048
C8 -3.1024 -4.0183 -4.2934  -0.309
C9 -3.4910 -3.3992 -2.9845  -0.335
O2 -4.5453 -3.5940 -2.3873  0.028
C10 -2.4053 -2.4866 -2.5918  -0.347
C11 -1.3079 -2.6359 -3.5299  -0.381
O3 -0.1814 -2.0804 -3.4493  -0.143
C12 -1.7565 -3.4734 -4.6592  -0.330
O4 -1.1562 -3.6716 -5.7099  0.031
O5 -2.4146 -1.6849 -1.6073  -0.152
C13 2.2334 0.1375 6.9431  -0.083
C14 1.7343 -0.8713 5.9098  -0.228
N5 0.2967 -0.8229 5.7075  -0.058
C15 -0.4926 -1.6446 6.6155  -0.221
C16 -0.6898 -3.0556 6.0771  -0.070
C17 -0.3861 -0.2621 4.6591  -0.399
O6 -1.5894 -0.4594 4.5591  0.049
C18 0.3175 0.4906 3.5644  -0.124
C19 1.4457 1.2912 3.6523  -0.034
C20 1.9789 1.8444 2.5008  -0.052
C21 1.4033 1.5303 1.2843  -0.141
N6 0.3403 0.7415 1.1728  0.064
C22 -0.2060 0.2756 2.2854  -0.109
H8 3.3111 0.0366 7.0873  0.072
H9 1.7451 -0.0398 7.9044  0.063
H10 2.0143 1.1650 6.6578  0.056
H11 1.9682 -1.8704 6.2876  0.114
H12 2.2443 -0.8002 4.9509  0.091
H13 -1.4577 -1.1639 6.7661  0.112
H14 0.0301 -1.6664 7.5759  0.107
H15 -1.2206 -3.0147 5.1275  0.078
H16 -1.2698 -3.6584 6.7798  0.067
H17 0.2698 -3.5477 5.9087  0.068
H18 1.9142 1.5200 4.5930  0.087
H19 2.8536 2.4806 2.5428  0.098
H20 1.8232 1.9063 0.3597  0.093
H21 -1.0733 -0.3634 2.1774  0.130
C23 -3.4524 4.7159 -4.6070  -0.098
C24 -2.7012 3.5714 -3.9483  -0.272
N7 -3.4449 3.0988 -2.7840  -0.048
C25 -2.9577 2.0196 -2.0406  -0.894
S2 -2.6695 2.2303 -0.4014  0.554
N8 -2.7477 0.8763 -2.6794  0.028
C26 -3.2814 0.5068 -3.9883  -0.211
C27 -2.1989 0.2897 -5.0387  -0.063
H22 -2.9167 5.0712 -5.4887  0.066
H23 -3.5640 5.5563 -3.9179  0.067
H24 -4.4487 4.3909 -4.9088  0.072
H25 -1.6951 3.9040 -3.6553  0.118
H26 -2.5749 2.7578 -4.6574  0.070
H27 -3.5808 3.8519 -2.1218  0.071
H28 -2.5036 0.0534 -2.1025  0.081
H29 -4.0095 1.2592 -4.2960  0.106
H30 -3.8235 -0.4305 -3.8454  0.122
H31 -1.6477 1.2086 -5.2572  0.054
H32 -2.6463 -0.0725 -5.9660  0.081
H33 -1.4778 -0.4542 -4.7029  0.060

LUMO ... 3.8 eV
HOMO-LUMO gap ... 4.905 eV
Charge ... -2

***

Entry 2:
DFT (wB97M-V/def2-TZVPD) results for 2 unconnected molecules or ions with the total composition C27H33NO4 at a distorted geometry.

Last column: natural (NBO) charge in e.
Positions of all 65 atoms, in Å:
C1 2.4351 0.0076 3.2765  -0.617
C2 1.8416 -1.3555 3.5566  -0.070
O1 0.5066 -1.4328 3.1356  -0.511
C3 0.0171 -2.7092 3.2502  0.740
C4 -1.3899 -2.9011 3.0318  -0.382
C5 -1.9946 -4.2688 3.1828  -0.226
C6 -2.1664 -4.6103 4.6594  -0.600
C7 -1.1982 -5.3371 2.4325  -0.608
C8 -2.2818 -1.7856 2.8671  0.730
O2 -1.8841 -0.6383 2.6774  -0.695
O3 -3.6219 -2.0729 2.9908  -0.539
C9 -4.3653 -0.8781 3.0299  -0.069
C10 -4.0869 -0.0816 4.2897  -0.648
O4 0.7324 -3.6598 3.5617  -0.715
H1 3.4477 0.1008 3.6703  0.202
H2 2.4655 0.1957 2.2036  0.184
H3 1.8200 0.7904 3.7217  0.209
H4 2.3898 -2.1586 3.0475  0.184
H5 1.8437 -1.5878 4.6292  0.172
H6 -3.0006 -4.2118 2.7263  0.208
H7 -2.7486 -3.8417 5.1675  0.202
H8 -2.6734 -5.5643 4.7999  0.183
H9 -1.1981 -4.6696 5.1554  0.210
H10 -1.0982 -5.0829 1.3774  0.191
H11 -0.1904 -5.4204 2.8387  0.238
H12 -1.6644 -6.3193 2.5063  0.180
H13 -4.1014 -0.3137 2.1246  0.182
H14 -5.4213 -1.1653 2.9510  0.169
H15 -4.6864 0.8250 4.3671  0.195
H16 -4.2783 -0.6932 5.1695  0.200
H17 -3.0370 0.2116 4.3209  0.246
C11 -0.4620 3.7828 -5.6768  -0.676
C12 0.1449 3.5922 -4.3397  0.357
N1 0.1353 4.5427 -3.3528  -0.290
C13 -0.5022 5.8570 -3.4358  -0.415
C14 0.7674 4.0255 -2.2067  0.117
C15 1.1827 2.7150 -2.4914  -0.016
C16 1.7554 1.9307 -1.4836  -0.197
C17 1.9570 2.4764 -0.2397  -0.177
C18 1.5696 3.7888 0.0299  -0.183
C19 0.9682 4.5638 -0.9342  -0.220
C20 0.8100 2.4373 -3.8657  -0.180
C21 0.9284 1.2092 -4.5515  0.023
C22 1.6829 0.0627 -4.1283  -0.070
C23 2.9709 0.1500 -3.5529  -0.174
C24 3.6136 -0.9709 -3.0851  -0.223
C25 3.0075 -2.2123 -3.1809  -0.138
C26 1.7646 -2.3339 -3.7776  -0.215
C27 1.1227 -1.2241 -4.2658  -0.153
H18 -0.3290 2.9058 -6.3107  0.243
H19 -1.5337 3.9712 -5.5950  0.249
H20 -0.0048 4.6305 -6.1894  0.249
H21 -0.4046 6.3994 -2.4989  0.237
H22 -0.0434 6.4517 -4.2227  0.222
H23 -1.5621 5.7468 -3.6552  0.224
H24 2.0077 0.9054 -1.6746  0.233
H25 2.4084 1.8792 0.5357  0.235
H26 1.7314 4.1898 1.0161  0.231
H27 0.6411 5.5631 -0.7158  0.217
H28 0.2829 1.0645 -5.4038  0.211
H29 3.4461 1.1121 -3.4885  0.224
H30 4.5932 -0.8861 -2.6426  0.230
H31 3.5004 -3.0839 -2.7840  0.231
H32 1.2889 -3.2999 -3.8377  0.234
H33 0.1484 -1.3139 -4.7130  0.216

LUMO ... -3.2 eV
HOMO-LUMO gap ... 1.634 eV
Charge ... 0

***

Entry 3:
DFT (wB97M-V/def2-TZVPD) results for a molecular structure, C27H34AsN5PdSSeSiTe at a distorted geometry.

Last column: Löwdin charge in e.
Positions of all 72 atoms, in Å:
Pd1 -0.4519 -0.0223 -0.9787  0.410
C1 2.4127 3.1969 -0.9774  -0.041
C2 2.8786 1.7753 -0.9530  -0.375
C3 4.2075 1.4311 -1.1652  -0.058
C4 4.5499 0.0844 -1.1821  -0.074
C5 3.5679 -0.8709 -1.0577  -0.029
C6 2.2372 -0.4541 -0.8520  -0.480
N1 1.9465 0.8627 -0.7329  0.048
N2 1.1817 -1.2685 -0.7651  -0.185
Si1 1.0571 -2.9791 -0.7333  0.434
C7 -0.7490 -3.2153 -0.1536  -0.175
C8 1.3022 -3.7535 -2.4597  -0.151
C9 2.1870 -3.8134 0.5671  -0.166
H1 2.9955 3.7660 -1.6974  0.079
H2 2.5168 3.6713 -0.0015  0.075
H3 1.3612 3.2102 -1.2688  0.059
H4 4.9475 2.2031 -1.3081  0.102
H5 5.5769 -0.2211 -1.3188  0.105
H6 3.7812 -1.9209 -1.1639  0.089
H7 -1.2409 -4.0242 -0.6781  0.022
H8 -1.3002 -2.2863 -0.3574  -0.043
H9 -0.8121 -3.4227 0.9131  0.020
H10 0.9356 -3.0932 -3.2413  0.010
H11 0.7600 -4.6919 -2.5329  0.024
H12 2.3496 -3.9589 -2.6568  0.021
H13 1.8114 -3.6732 1.5761  0.008
H14 3.2090 -3.4492 0.5541  0.015
H15 2.2182 -4.8818 0.3844  0.023
Te1 -2.0021 1.9520 -1.2235  1.132
C10 -3.5759 1.0102 -0.1931  -0.993
C11 -3.6644 -0.3391 0.0200  -0.284
C12 -4.8085 -0.7214 0.7454  -0.177
C13 -5.5851 0.3425 1.0787  -0.394
S1 -4.9296 1.8307 0.5145  0.932
H16 -2.9091 -1.0290 -0.3538  0.059
H17 -5.0489 -1.7378 1.0014  0.110
H18 -6.5059 0.3396 1.6256  0.066
C14 1.1521 -0.6582 2.3215  -0.246
As1 -0.1428 0.3857 1.3164  1.105
C15 -1.6495 0.0426 2.5314  -0.247
C16 0.4661 2.2114 1.7927  -0.305
C17 -0.2027 2.7381 3.0139  -0.323
C18 -1.4875 3.2646 2.9100  -0.071
C19 -2.1443 3.7496 4.0236  -0.076
C20 -1.5240 3.7160 5.2621  -0.090
C21 -0.2478 3.1933 5.3773  -0.082
C22 0.4126 2.7049 4.2611  -0.050
H19 1.1857 -0.2853 3.3502  0.036
H20 2.1418 -0.5867 1.8722  0.035
H21 0.8491 -1.7068 2.3299  0.018
H22 -1.3223 0.1381 3.5681  0.041
H23 -1.9856 -0.9834 2.3590  0.033
H24 -2.4848 0.7195 2.3595  0.012
H25 0.2511 2.8528 0.9308  0.041
H26 1.5510 2.1424 1.9249  0.082
H27 -1.9618 3.2942 1.9325  0.094
H28 -3.1346 4.1649 3.9195  0.104
H29 -2.0372 4.1008 6.1308  0.101
H30 0.2386 3.1721 6.3404  0.102
H31 1.4177 2.3114 4.3577  0.112
Se1 1.8195 1.4627 -4.5768  0.992
N3 1.1156 0.2684 -5.7171  -0.282
C23 0.1901 -0.4351 -5.0724  -0.417
C24 -0.6167 -1.4632 -5.5671  -0.033
C25 -1.5236 -2.0667 -4.7007  -0.102
C26 -1.6175 -1.6780 -3.3807  -0.170
N4 -0.8458 -0.6971 -2.8747  -0.096
C27 0.0170 -0.0802 -3.6845  -0.528
N5 0.7590 0.9190 -3.2211  -0.302
H32 -0.5431 -1.7722 -6.5961  0.104
H33 -2.1631 -2.8586 -5.0589  0.096
H34 -2.3400 -2.1290 -2.7098  0.099

LUMO (spin up / spin down) ... -0.2 / -2.7 eV
HOMO-LUMO gap (spin up / spin down) ... 5.201 / 4.549 eV
Expectation value of S² ... 2.0441
Charge ... 0
Spin multiplicity ... 3

***

What is the charge in the second record?
0

***

Among the records above, which one has the lowest charge?
C27H33KN8O6S2

***

Which value of charge does entry 2 give?
0